(1)
ORCA calculation (wB97M-V/def2-TZVPD) on a structure of composition C5H8S2 in a non-equilibrium geometry.

```
15
Properties=species:S:1:pos:R:3:nbo_charge:R:1
S 2.035 -0.727 -0.040 0.18
S -2.420 -0.476 -0.148 -0.03
C -0.571 -0.245 -0.135 -0.11
C 0.130 0.669 -1.160 -0.43
C 1.137 0.849 -0.035 -0.33
C 0.011 0.679 0.963 -0.43
C 0.362 -1.512 -0.090 -0.53
H -0.445 1.575 -1.320 0.21
H 1.776 1.708 -0.052 0.23
H 0.236 -2.163 -0.967 0.23
H 0.418 0.247 -2.108 0.22
H 0.251 0.190 1.955 0.22
H 0.152 -2.053 0.831 0.22
H -2.446 -0.306 1.186 0.13
H -0.628 1.565 1.120 0.22
```

Summary:
frontier orbital gap: 9.43 eV
E_HOMO: -8.7 eV
energy relative to the best compared isomer or geometry (same formula, charge and spin): 0.984 eV
LUMO level: 0.8 eV
largest force on an atom: 1.5 eV/Å

(2)
ORCA calculation (wB97M-V/def2-TZVPD) on an isolated molecule of C5H8S3 in a non-equilibrium geometry.

```
16
Properties=species:S:1:pos:R:3:nbo_charge:R:1
S 0.694 -1.492 -0.466 0.23
S 1.191 1.562 -0.122 0.23
S -3.065 -0.145 0.539 0.03
C -0.400 0.792 0.138 -0.40
C -0.504 -0.263 -0.936 -0.41
C 1.977 -0.146 -0.149 -0.43
C -1.737 0.468 -0.484 -0.31
C 2.747 -0.458 1.142 -0.63
H 2.662 -0.140 -1.011 0.22
H -2.150 1.097 -1.286 0.25
H 2.069 -0.412 1.990 0.21
H -2.329 -1.039 1.224 0.13
H 3.535 0.250 1.288 0.22
H -0.375 0.350 1.135 0.22
H 3.168 -1.452 1.094 0.22
H -0.208 0.188 -1.910 0.23
```

Summary:
frontier orbital gap: 9.30 eV
E_HOMO: -8.6 eV
energy relative to the best compared isomer or geometry (same formula, charge and spin): 2.322 eV
LUMO level: 0.7 eV
largest force on an atom: 1.1 eV/Å